[1]
ORCA calculation (the ωB97M-V functional and the def2-TZVPD basis) on a structure of composition C3H6LaO3 in a non-equilibrium geometry.

Element x y z (Å)
O (1.778, -1.966, 0.159)
H (-1.703, 0.463, -1.450)
O (1.664, 0.102, -0.435)
H (-1.254, 1.866, -0.443)
H (-2.791, 1.015, -0.149)
H (-1.810, -0.675, 1.078)
C (-1.739, 0.882, -0.436)
H (2.687, -1.727, -0.227)
C (-1.083, -0.043, 0.559)
La (3.915, 1.471, 0.141)
H (-0.510, 0.495, 1.322)
O (-0.219, -0.989, -0.118)
C (1.065, -0.893, -0.002)

Cartesian forces, eV/Å:
O 1.338 -0.559 0.034
H -0.105 0.047 0.312
O 2.467 3.450 1.025
H -0.165 -0.245 -0.124
H 0.303 0.079 -0.209
H 0.219 0.088 -0.174
C -0.219 0.412 -0.061
H -1.837 -1.049 0.864
C -0.883 0.503 0.420
La -1.431 -0.582 -0.438
H 0.013 -0.123 -0.137
O 1.358 -1.401 1.380
C -1.058 -0.622 -2.892

Output
total charge: +2
2S+1: 2
frontier orbital gap (alpha / beta): 6.4 / 8.2 eV



[2]
ORCA calculation (the ωB97M-V functional and the def2-TZVPD basis) on an isolated molecule of C4H7N5 in a non-equilibrium geometry.

Element x y z (Å)
C (1.377, -0.995, 1.198)
C (-1.659, 1.443, -1.328)
N (0.063, 0.858, 2.261)
N (1.455, -1.449, -0.216)
H (0.720, 1.451, 2.879)
H (2.028, -1.410, 1.885)
H (-0.858, -0.920, -2.573)
N (-0.037, -1.374, -2.038)
H (-1.493, 0.983, -2.345)
N (-0.122, 0.136, -0.090)
H (-2.467, 2.119, -1.345)
H (2.055, -2.309, -0.439)
C (0.518, 0.074, 1.224)
C (0.367, -0.958, -0.863)
H (-0.888, 1.277, 2.048)
N (-1.058, 1.073, -0.258)

Cartesian forces, eV/Å:
C -1.375 1.850 -3.219
C 1.619 -2.796 -1.444
N -0.534 1.765 0.858
N 0.984 -1.052 2.660
H -1.555 -1.502 -1.913
H 0.948 -0.453 1.308
H 1.993 -0.648 1.997
N -0.795 0.735 0.282
H 0.116 0.383 1.140
N 1.290 -0.445 1.383
H -0.511 1.052 0.808
H -2.026 1.976 -0.009
C 0.399 -1.759 -0.286
C -1.353 0.450 -3.877
H 1.958 -0.444 0.457
N -1.159 0.889 -0.144

Output
total charge: 0
SMILES: [H]/N=c1/[nH]cc(N)n1N=C
frontier orbital gap: 8.3 eV



[3]
ORCA calculation (the ωB97M-V functional and the def2-TZVPD basis) on a structure of composition CH7OS2 in a non-equilibrium geometry.

Element x y z (Å)
H (-0.072, 0.080, -0.085)
H (-2.342, -3.486, 1.479)
O (-1.565, -3.693, 0.946)
H (-0.635, -0.710, -1.989)
H (1.115, 3.315, 0.332)
H (-0.705, -3.069, 1.086)
H (0.328, 2.474, -1.085)
C (1.137, 2.469, -0.225)
S (-0.333, -1.099, -0.792)
H (2.201, 2.564, -0.498)
S (0.871, 1.155, 0.832)

Cartesian forces, eV/Å:
H -0.695 0.800 -0.021
H 0.592 0.602 0.316
O 3.269 1.621 -0.522
H -0.117 1.136 -1.300
H -1.203 3.117 2.263
H -3.821 -2.256 0.250
H 1.727 0.454 1.718
C 0.153 -2.211 -3.980
S 0.707 -1.611 1.668
H -0.424 -0.656 -0.820
S -0.187 -0.995 0.427

Output
total charge: +1
frontier orbital gap: 5.0 eV



[4]
ORCA calculation (the ωB97M-V functional and the def2-TZVPD basis) on a structure of composition C15H16Br2F3PbS5SbSe5Te in a non-equilibrium geometry.

Element x y z (Å)
C (-3.588, -1.708, -5.460)
H (5.610, 1.709, -1.057)
F (-2.990, 1.406, -1.771)
S (-1.733, -0.079, -4.808)
H (4.872, 6.327, -4.343)
S (1.877, -2.517, 0.400)
S (0.319, -4.557, -1.743)
C (-3.160, -2.089, -4.159)
C (-2.483, 1.452, -0.469)
H (0.494, 4.032, -4.587)
C (4.852, 3.407, -2.865)
S (0.573, -2.745, -2.579)
H (-4.372, -2.210, -6.010)
F (-3.166, 2.488, 0.082)
C (5.318, 5.333, -4.428)
C (0.882, 3.025, -4.421)
H (4.496, 0.423, -1.572)
C (-2.154, -1.303, -3.679)
H (0.857, 2.485, -5.371)
S (1.226, -4.385, 0.244)
Te (-1.299, -1.440, -1.750)
C (4.410, 4.275, -3.853)
F (-3.099, 0.344, 0.134)
C (4.572, 1.474, -1.297)
H (0.199, 1.547, 3.930)
Se (1.824, 0.534, -2.612)
Se (0.165, -1.312, 1.135)
Pb (0.171, 1.044, -0.408)
H (3.971, 1.617, -0.396)
Se (2.585, -3.957, 3.800)
H (6.281, 5.339, -3.919)
C (3.110, 4.131, -4.317)
H (-0.147, 3.166, 4.627)
C (4.063, 2.359, -2.399)
H (-3.578, -2.916, -3.601)
H (2.727, 4.834, -5.051)
Sb (0.531, -2.672, 3.720)
Br (1.104, 3.388, 2.492)
Se (0.641, -0.696, 5.151)
C (-0.133, 2.566, 3.727)
C (-2.899, -0.633, -5.934)
C (2.794, 2.168, -2.962)
H (5.495, 5.140, -5.489)
H (5.848, 3.538, -2.450)
H (-3.012, -0.134, -6.884)
C (2.285, 3.097, -3.881)
Se (-1.534, -3.923, 3.840)
Br (-1.913, 2.520, 2.992)
H (0.222, 2.500, -3.735)

Cartesian forces, eV/Å:
C -0.032 -0.071 0.007
H -0.006 0.026 0.000
F 0.059 -0.040 -0.032
S -0.125 -0.189 -0.004
H 0.043 0.016 -0.009
S 0.217 0.124 -0.405
S 0.000 0.101 -0.029
C -0.064 -0.063 -0.070
C -0.077 -0.743 -0.218
H 0.015 -0.012 -0.060
C 0.033 -0.015 0.003
S -0.065 -0.048 0.058
H 0.009 0.006 -0.006
F 0.095 0.490 0.100
C -0.124 -0.052 0.064
C 0.071 -0.005 -0.015
H -0.014 -0.019 0.052
C 0.125 0.336 0.127
H -0.043 -0.049 0.020
S 0.029 -0.038 0.054
Te -0.382 -0.484 -0.534
C 0.043 0.039 -0.021
F 0.173 0.049 -0.154
C 0.065 0.024 -0.102
H -0.056 0.014 -0.088
Se 0.161 -0.101 -0.474
Se 0.164 -0.701 0.629
Pb -0.214 1.247 0.360
H -0.001 -0.099 0.018
Se -0.346 0.237 -0.385
H 0.005 0.039 -0.003
C -0.003 -0.036 0.043
H 0.008 0.026 -0.033
C -0.024 0.123 -0.023
H 0.002 0.024 0.021
H -0.008 -0.007 0.001
Sb -0.150 -0.175 1.460
Br 0.177 0.073 0.017
Se -0.020 -0.184 -0.313
C -0.149 -0.054 0.052
C 0.163 0.187 0.000
C -0.297 -0.277 0.089
H 0.045 0.054 -0.005
H 0.002 -0.016 -0.009
H -0.034 -0.047 0.007
C 0.115 0.169 0.029
Se 0.302 0.214 -0.270
Br 0.143 -0.088 0.073
H -0.031 -0.006 -0.019

Output
total charge: -2
frontier orbital gap: 5.8 eV



Which E belongs to each record? In order, -10190.724, -11709.141, -24856.032, -564042.539 eV.
Which relative energy (zero: lowest compared OMol25 entry of this formula, charge and spin) belongs to each record? In order, 27.7, 418.4, 470.6, 234.3 kJ/mol.